A 2-piece molecular cluster, C26H54BFNO4P overall, computed with wB97M-V/def2-TZVPD.

CARTESIAN COORDINATES (ANGSTROEM)
C 3.38 -0.83 -0.14
C 2.23 -1.18 -1.10
C 2.65 -2.27 -2.07
C 1.54 -3.01 -2.83
C 0.31 -3.44 -2.00
C -1.00 -2.87 -2.54
C -1.13 -1.35 -2.52
C -2.50 -0.89 -2.99
C -2.64 0.61 -3.28
B -2.04 1.66 -2.19
C -2.59 1.31 -0.69
C -4.06 1.70 -0.53
F -1.88 2.02 0.33
O -0.53 1.77 -2.28
C -0.33 2.72 -3.26
C -1.36 3.84 -2.94
C -1.71 4.68 -4.19
C -1.51 6.19 -4.28
C -2.39 6.97 -3.27
C -0.04 6.64 -4.24
P -0.61 4.69 -1.49
O 0.81 5.13 -1.66
O -2.48 3.09 -2.54
H 3.91 -1.73 0.15
H 4.07 -0.16 -0.64
H 3.03 -0.36 0.78
H 1.96 -0.27 -1.63
H 1.35 -1.47 -0.53
H 3.27 -3.00 -1.54
H 3.30 -1.82 -2.83
H 1.20 -2.41 -3.67
H 1.99 -3.91 -3.25
H 0.23 -4.53 -2.03
H 0.43 -3.17 -0.95
H -1.84 -3.31 -1.99
H -1.09 -3.21 -3.58
H -0.38 -0.92 -3.19
H -0.89 -0.97 -1.53
H -3.28 -1.23 -2.29
H -2.70 -1.44 -3.93
H -2.21 0.78 -4.27
H -3.71 0.83 -3.40
H -2.48 0.26 -0.41
H -4.60 1.56 -1.47
H -4.56 1.10 0.24
H -4.12 2.74 -0.24
H 0.71 3.05 -3.32
H -0.63 2.35 -4.26
H -1.20 4.23 -5.05
H -2.78 4.49 -4.34
H -1.89 6.46 -5.27
H -3.01 7.71 -3.78
H -1.78 7.53 -2.56
H -3.04 6.31 -2.71
H 0.61 5.89 -4.68
H 0.07 7.57 -4.81
H 0.30 6.84 -3.23
H -1.46 5.75 -1.12
H -0.80 3.77 -0.46
C 0.93 -4.49 6.14
C 2.06 -3.89 5.28
C 2.76 -2.74 6.02
C 1.92 -1.47 6.10
C 1.44 -1.04 4.71
C 0.69 -2.14 3.96
N 1.54 -3.38 3.97
O 2.43 -3.39 3.04
C -0.68 -2.40 4.58
C 0.46 -1.73 2.52
C 3.05 -5.00 4.99
H 0.18 -4.98 5.52
H 1.34 -5.23 6.82
H 0.42 -3.75 6.76
H 3.69 -2.52 5.50
H 3.02 -3.09 7.02
H 1.07 -1.61 6.77
H 2.52 -0.67 6.53
H 0.78 -0.17 4.78
H 2.30 -0.73 4.11
H -1.15 -3.28 4.14
H -1.32 -1.54 4.37
H -0.67 -2.52 5.66
H 1.38 -1.44 2.02
H -0.21 -0.87 2.49
H 0.01 -2.54 1.95
H 2.59 -5.80 4.41
H 3.40 -5.42 5.93
H 3.92 -4.64 4.43

## Properties
F_max in eV/A: 0.76
Calculated total energy in eV: -50203.1736
Total charge: -1
LUMO (spin up / spin down) in eV: 2.2 / 2.2
2S+1: 2
Gap between HOMO and LUMO (spin up / spin down) in eV: 7.11 / 7.08
Molar mass in g/mol: 505.5

---

C19H14F3IN4O2STc as an isolated structure, computed with wB97M-V/def2-TZVPD.

CARTESIAN COORDINATES (ANGSTROEM)
Tc -1.32 0.35 -0.58
O 2.22 1.03 -1.34
S 1.23 0.04 -1.55
O -0.02 0.41 -2.30
N 0.38 -0.27 -0.15
C 0.80 -0.35 1.20
C 2.02 -0.73 1.67
C 2.23 -0.80 3.07
C 1.22 -0.50 3.94
C -0.05 -0.10 3.47
C -1.14 0.23 4.30
C -2.33 0.62 3.74
C -2.45 0.69 2.35
N -1.44 0.39 1.53
C -0.25 -0.02 2.08
C 1.89 -1.42 -2.19
C 3.28 -1.53 -2.25
C 3.81 -2.69 -2.78
C 2.97 -3.71 -3.21
C 1.59 -3.58 -3.14
C 1.03 -2.43 -2.63
H 2.83 -0.98 0.99
H 3.20 -1.10 3.44
H 1.39 -0.57 5.01
H -1.03 0.18 5.37
H -3.19 0.87 4.34
H -3.38 0.98 1.88
H 3.91 -0.72 -1.93
H 4.89 -2.80 -2.85
H 3.40 -4.61 -3.62
H 0.95 -4.38 -3.50
H -0.04 -2.31 -2.59
F -3.27 -0.45 -1.87
C -2.92 -0.96 -0.63
F -3.93 -0.74 0.18
F -2.69 -2.25 -0.73
I -1.81 5.91 -3.03
C -1.76 4.38 -1.66
C -1.90 4.48 -0.28
N -1.81 3.25 0.23
N -1.61 2.34 -0.75
C -1.56 3.03 -1.91
H -2.06 5.34 0.34
H -1.85 2.97 1.19
H -1.39 2.53 -2.84

## Properties
F_max in eV/A: 0.50
Calculated total energy in eV: -59256.1296
Total charge: +2
LUMO (spin up / spin down) in eV: -7.9 / -8.4
2S+1: 2
Gap between HOMO and LUMO (spin up / spin down) in eV: 6.61 / 6.15
Molar mass in g/mol: 644.3

---

C20H23ClGaOPS as an isolated structure in a non-equilibrium geometry, computed with wB97M-V/def2-TZVPD.

CARTESIAN COORDINATES (ANGSTROEM)
Ga -0.34 -1.32 1.44
Cl -0.65 0.11 3.05
P -0.38 0.53 -0.15
C -1.73 -0.23 -1.09
C -1.48 -1.04 -2.20
C -2.55 -1.70 -2.82
C -3.85 -1.54 -2.34
C -4.10 -0.74 -1.23
C -3.05 -0.05 -0.61
C -0.70 2.34 -0.17
C 0.15 3.19 0.55
C 0.12 4.56 0.32
C -0.76 5.14 -0.61
C -1.63 4.28 -1.30
C -1.59 2.90 -1.11
C 1.21 0.33 -0.98
C 2.29 -0.26 -0.30
C 3.51 -0.47 -0.95
C 3.66 -0.08 -2.29
C 2.59 0.52 -2.96
C 1.37 0.74 -2.32
H 0.85 2.79 1.27
H 0.79 5.24 0.86
H -0.78 6.22 -0.80
H -2.33 4.71 -2.01
H -2.24 2.26 -1.71
H -0.46 -1.19 -2.56
H -2.35 -2.35 -3.67
H -4.66 -2.07 -2.83
H -5.12 -0.64 -0.84
H -3.23 0.58 0.26
H 2.18 -0.59 0.75
H 4.33 -0.94 -0.42
H 4.61 -0.24 -2.79
H 2.70 0.82 -4.00
H 0.54 1.21 -2.85
H -0.71 -2.54 0.41
H 0.26 -2.48 0.40
C 0.17 -3.55 4.03
S 1.25 -2.66 2.89
C 2.38 -1.85 4.05
O 2.05 -3.63 2.09
H 0.20 -3.08 5.02
H 0.53 -4.59 4.05
H -0.86 -3.48 3.66
H 3.38 -1.96 3.62
H 2.10 -0.79 4.16
H 2.32 -2.40 5.01

## Properties
F_max in eV/A: 5.68
Calculated total energy in eV: -108164.2839
Total charge: +2
LUMO in eV: -9.3
Gap between HOMO and LUMO in eV: 5.68
Molar mass in g/mol: 447.6

---

C19H29N3O3 in the gas phase, computed with wB97M-V/def2-TZVPD.

CARTESIAN COORDINATES (ANGSTROEM)
O -2.06 -1.49 1.90
C -1.86 -2.06 0.85
N -2.72 -1.94 -0.19
H -2.54 -2.43 -1.06
C -3.96 -1.21 -0.10
H -4.79 -1.89 -0.30
C -4.06 -0.02 -1.08
N -3.40 1.21 -0.72
C -3.93 1.87 0.46
C -3.34 3.28 0.52
H -3.67 3.81 1.41
O -1.93 3.26 0.57
C -1.40 2.56 -0.53
C -1.96 1.14 -0.61
H -1.56 0.65 -1.51
H -1.64 0.59 0.29
H -0.32 2.54 -0.40
H -1.65 3.10 -1.46
H -3.66 3.84 -0.38
H -5.01 1.93 0.39
H -3.65 1.34 1.39
H -3.66 -0.33 -2.05
H -5.12 0.21 -1.21
H -4.04 -0.86 0.93
C -0.66 -2.98 0.66
C 0.54 -2.40 1.42
C 1.06 -1.17 0.70
N 1.47 -1.48 -0.66
C 0.35 -2.00 -1.43
C -0.20 -3.27 -0.77
H -1.00 -3.69 -1.39
H 0.60 -4.00 -0.73
H 0.71 -2.24 -2.43
H -0.45 -1.25 -1.53
C 2.03 -0.31 -1.33
C 3.24 0.21 -0.60
C 4.35 -0.60 -0.44
C 5.47 -0.15 0.24
C 5.48 1.14 0.76
C 4.38 1.95 0.61
C 3.26 1.50 -0.07
O 2.16 2.30 -0.23
H 2.30 3.14 0.22
H 4.39 2.96 1.02
H 6.35 1.50 1.29
H 6.33 -0.79 0.36
H 4.33 -1.60 -0.84
H 1.28 0.50 -1.41
H 2.32 -0.62 -2.34
H 1.94 -0.78 1.23
H 0.29 -0.38 0.71
H 0.24 -2.13 2.43
H 1.33 -3.15 1.47
H -0.95 -3.93 1.13

## Properties
F_max in eV/A: 0.43
Calculated total energy in eV: -30786.6966
Total charge: 0
LUMO in eV: 0.7
Gap between HOMO and LUMO in eV: 9.07
Energy relative to the best compared isomer or geometry (same formula, charge and spin) in kcal/mol: 66.40
Molar mass in g/mol: 347.5
SMILES: O=C(NCCN1CCOCC1)C1CCN(Cc2ccccc2O)CC1